No. 1
C4H7NO | the ωB97M-V functional and the def2-TZVPD basis

Output
E_LUMO   0.031 Eh
HOMO   -0.3503 hartree
Frontier orbital gap   10.4 eV
E   -7796.7199 eV
Energy above the lowest of the compared OMol25 structures with the same formula, charge and spin   67.44 kcal/mol

Structure (XYZ):
```
13
Properties=species:S:1:pos:R:3:forces:R:3:lowdin_charge:R:1
O 0.612 -0.827 -1.424 -0.1 0.2 -1.0 -0.02
N -1.634 -0.754 0.882 -0.4 0.6 0.3 0.05
C -1.371 0.331 -0.100 0.7 -1.2 -0.3 -0.11
C 0.192 -0.198 -0.252 -2.2 -0.5 1.0 -0.45
C 1.281 0.781 0.296 -1.3 -1.7 -1.4 -0.01
C -0.488 -1.252 0.758 2.3 0.4 -0.4 -0.10
H -2.216 0.206 -0.805 1.1 0.6 -0.5 0.11
H 2.093 0.130 0.524 1.0 -0.2 0.0 0.07
H -0.108 -2.148 1.276 -0.1 0.3 -0.3 0.11
H 0.384 -0.303 -2.218 0.2 -0.3 0.8 0.12
H 1.547 1.526 -0.456 0.0 -0.1 0.1 0.09
H -1.250 1.298 0.321 -0.8 1.0 0.5 0.08
H 0.957 1.210 1.198 -0.5 0.8 1.2 0.06
```
Forces are in eV/Å.

No. 2
C4H7NO | the ωB97M-V functional and the def2-TZVPD basis

Output
E_LUMO   0.034 Eh
HOMO   -0.3513 hartree
Frontier orbital gap   10.5 eV
SMILES   CN1C[C@H]1C=O
E   -7797.2821 eV
Energy above the lowest of the compared OMol25 structures with the same formula, charge and spin   54.48 kcal/mol

Structure (XYZ):
```
13
Properties=species:S:1:pos:R:3:forces:R:3:lowdin_charge:R:1
O -1.907 -2.376 0.256 0.1 0.4 -0.2 0.05
N 0.282 0.281 -0.619 -0.1 -0.1 -0.1 -0.12
C 1.713 0.334 -0.345 0.4 0.0 0.1 -0.09
C -1.614 -1.288 -0.176 0.0 -0.1 0.1 -0.22
C -0.574 1.032 0.260 -0.2 0.2 0.1 -0.12
C -0.506 -0.453 0.370 -0.1 -0.1 0.2 -0.25
H 2.274 0.384 -1.277 -0.1 0.0 -0.1 0.08
H -2.172 -0.811 -1.014 0.1 -0.2 0.1 0.13
H 0.017 -0.877 1.228 -0.1 0.1 -0.2 0.15
H 2.063 -0.550 0.196 -0.1 0.0 -0.1 0.08
H -1.437 1.514 -0.196 0.1 -0.1 0.0 0.11
H -0.113 1.596 1.068 0.0 -0.1 -0.1 0.11
H 1.976 1.215 0.248 0.0 0.0 0.0 0.08
```
Forces are in eV/Å.

No. 3
C4H7NO | the ωB97M-V functional and the def2-TZVPD basis

Output
E_LUMO   0.034 Eh
HOMO   -0.3514 hartree
Frontier orbital gap   10.5 eV
SMILES   ON=C1CCC1
E   -7796.4936 eV
Energy above the lowest of the compared OMol25 structures with the same formula, charge and spin   72.66 kcal/mol

Structure (XYZ):
```
13
Properties=species:S:1:pos:R:3:forces:R:3:lowdin_charge:R:1
O -0.467 1.606 -2.207 0.1 0.4 0.0 -0.06
N -0.749 0.307 -1.839 0.1 -0.5 0.5 0.03
C 0.537 0.670 0.354 0.0 0.2 0.0 -0.12
C 0.305 -0.577 1.252 0.1 -0.1 0.2 -0.16
C -0.270 -0.040 -0.719 -0.2 0.2 -0.3 -0.33
C -0.442 -1.301 0.094 -0.1 -0.1 -0.1 -0.11
H -0.324 -0.369 2.120 0.1 -0.1 -0.1 0.10
H -1.485 -1.562 0.295 0.2 0.0 0.0 0.11
H 0.102 1.607 0.721 0.1 -0.1 0.0 0.11
H -0.077 2.060 -1.437 0.0 -0.1 -0.2 0.07
H 1.583 0.856 0.080 -0.2 0.0 0.0 0.12
H 1.219 -1.071 1.589 -0.1 0.1 -0.1 0.10
H 0.069 -2.184 -0.302 0.0 0.2 0.0 0.11
```
Forces are in eV/Å.

No. 4
C4H7NO | the ωB97M-V functional and the def2-TZVPD basis

Output
E_LUMO   0.029 Eh
HOMO   -0.3967 hartree
Frontier orbital gap   11.6 eV
SMILES   N#CCCCO
E   -7798.6183 eV
Energy above the lowest of the compared OMol25 structures with the same formula, charge and spin   23.66 kcal/mol

Structure (XYZ):
```
13
Properties=species:S:1:pos:R:3:forces:R:3:lowdin_charge:R:1
O -0.612 1.304 1.083 -0.1 0.2 0.3 -0.07
N 2.327 -1.400 0.816 -0.6 0.6 -0.7 0.14
C 0.972 0.109 -0.847 0.0 0.0 0.0 -0.18
C -1.081 0.048 0.631 -0.1 -0.4 -0.2 -0.28
C 1.745 -0.729 0.076 0.5 -0.6 0.6 -0.23
C -0.528 -0.198 -0.769 -0.1 0.0 0.0 -0.18
H -1.043 0.426 -1.510 0.1 0.0 0.2 0.12
H -0.724 -1.243 -1.031 0.1 0.1 0.0 0.12
H 1.352 -0.045 -1.862 0.0 0.0 0.1 0.12
H -0.753 -0.758 1.305 0.0 0.2 -0.1 0.12
H -2.179 0.015 0.592 0.1 0.1 0.1 0.12
H -0.596 1.295 2.046 0.0 0.1 -0.1 0.10
H 1.139 1.155 -0.572 0.0 -0.2 -0.1 0.12
```
Forces are in eV/Å.

No. 5
C4H7NO | the ωB97M-V functional and the def2-TZVPD basis

Output
E_LUMO   0.034 Eh
HOMO   -0.3485 hartree
Frontier orbital gap   10.4 eV
SMILES   O[C@H]1CN2C[C@@H]12
E   -7796.2952 eV
Energy above the lowest of the compared OMol25 structures with the same formula, charge and spin   77.23 kcal/mol

Structure (XYZ):
```
13
Properties=species:S:1:pos:R:3:forces:R:3:lowdin_charge:R:1
O 0.235 -0.745 1.943 -0.6 -0.3 -0.4 -0.02
N 0.056 0.421 -1.280 -0.2 0.0 -0.3 -0.04
C 0.592 0.796 0.060 0.2 0.2 0.1 -0.20
C -0.808 1.105 -0.339 -0.3 0.2 0.0 -0.13
C 0.619 -0.613 0.593 -0.1 -0.3 -0.8 -0.29
C -0.052 -0.989 -0.855 -0.2 -0.2 0.2 -0.11
H 1.484 -1.243 0.466 1.0 0.6 0.6 0.13
H -1.052 2.120 -0.629 0.1 0.0 0.2 0.11
H 1.295 1.614 0.218 0.0 -0.4 -0.1 0.14
H -1.630 0.524 0.084 0.1 0.2 0.0 0.11
H 0.650 -1.582 -1.466 -0.2 0.1 0.6 0.11
H -1.053 -1.408 -0.983 0.0 0.1 0.2 0.11
H -0.336 0.000 2.187 0.1 -0.3 -0.2 0.09
```
Forces are in eV/Å.

No. 6
C4H7NO | the ωB97M-V functional and the def2-TZVPD basis

Output
E_LUMO   0.006 Eh
HOMO   -0.2973 hartree
Frontier orbital gap   8.3 eV
E   -7794.4950 eV
Energy above the lowest of the compared OMol25 structures with the same formula, charge and spin   118.75 kcal/mol

Structure (XYZ):
```
13
Properties=species:S:1:pos:R:3:forces:R:3:lowdin_charge:R:1
O 0.756 -0.960 -0.098 -0.2 -0.1 -0.1 -0.16
N -3.145 1.840 0.974 1.0 -0.5 0.0 0.14
C -0.696 -0.063 -0.368 -0.1 -0.2 0.3 -0.05
C 1.744 -0.498 -1.046 0.2 0.1 -0.1 -0.06
C -2.101 1.342 0.977 -0.9 0.4 0.0 -0.26
C -0.790 0.686 0.969 0.1 0.1 0.1 -0.28
H -1.363 -0.938 -0.251 0.0 0.2 -0.1 0.04
H 1.256 -0.326 -2.005 0.1 0.0 0.1 0.09
H 2.127 0.442 -0.653 -0.1 -0.1 -0.1 0.10
H 2.546 -1.238 -1.105 -0.1 0.1 0.0 0.09
H -0.719 0.079 1.886 0.0 0.0 -0.2 0.11
H 0.519 -1.870 -0.330 0.0 0.1 0.1 0.14
H -0.034 1.477 1.048 -0.1 -0.1 -0.1 0.11
```
Forces are in eV/Å.

Q: Look up the energy above the lowest of the compared OMol25 structures with the same formula, charge and spin of the third one.
A: 72.66 kcal/mol

Q: Which of these has the highest energy above the lowest of the compared OMol25 structures with the same formula, charge and spin?
A: number 6

Q: Number 4 is which compound?
A: C4H7NO